[1]
The following is a DFT calculation (the ωB97M-V functional and the def2-TZVPD basis) of the molecule C4H7NOS in a non-equilibrium geometry.

Structure (XYZ):
```
14
Properties=species:S:1:pos:R:3:forces:R:3:nbo_charge:R:1
S 2.69981 0.60483 0.16021 1.3 0.3 0.6 0.1761
O -0.25542 -1.89411 0.42035 0.3 1.6 0.2 -0.7041
N 1.09916 0.12202 0.21554 -0.1 -0.5 0.8 -0.5931
C 0.16775 0.25407 -0.87954 1.1 0.2 -1.2 -0.1556
C -1.54353 0.88896 0.70781 -4.4 0.5 0.0 -0.4255
C -1.17877 0.70770 -0.54086 -1.3 0.1 -3.0 -0.1912
C 0.66556 -1.09654 -0.30615 -2.3 -1.4 -2.1 0.2436
H 0.56602 0.60978 -1.88855 -0.4 -0.8 1.4 0.2069
H -0.92670 -1.25008 0.79000 0.8 -1.1 -0.5 0.4806
H 3.00602 0.31398 1.47364 -0.3 0.3 -0.8 0.1247
H 1.12401 -1.71694 -1.12575 0.3 0.7 1.5 0.1962
H -0.92175 0.55577 1.46628 1.4 0.2 1.5 0.2037
H -1.86754 0.74041 -1.51712 1.3 0.4 2.6 0.2233
H -2.63459 1.16015 1.02415 2.2 -0.5 -0.8 0.2145
```
Positions in Å, forces in eV/Å.

Summary:
ΔE to the lowest compared entry with this formula, charge and spin = 81.5 kcal/mol
Gap between HOMO and LUMO = 9.7 eV

[2]
The following is a DFT calculation (the ωB97M-V functional and the def2-TZVPD basis) of a structure of composition C17H34OOsP2 in a non-equilibrium geometry.

Structure (XYZ):
```
55
Properties=species:S:1:pos:R:3:forces:R:3:nbo_charge:R:1
Os 1.80677 2.93385 1.79970 -4.0 -1.8 -3.6 0.2757
P -0.84600 -0.52867 -2.32027 -3.2 -2.6 -3.2 1.6686
P -1.89011 -0.13041 1.46743 -3.7 -6.2 -1.1 1.5404
O 3.11408 0.51299 2.95694 -0.1 1.7 -0.1 -0.4904
C -2.01722 -1.25824 -1.22383 -0.9 0.8 0.1 -0.7396
C 2.77040 1.62621 2.70089 -1.1 -2.3 -0.4 0.5453
C 1.16385 -0.35255 -2.09131 2.9 0.6 -0.4 -0.1958
C -2.92739 -1.32493 2.42837 -0.4 0.4 0.2 -0.9454
C 3.26700 3.08153 3.07357 4.1 1.0 3.5 -0.7008
C -0.59437 -1.54610 1.20674 3.0 4.6 0.6 -0.4573
C 1.22345 -2.39397 -0.41932 0.2 -0.2 0.2 -0.4636
C 0.14604 0.88317 -0.00378 -0.8 -0.3 -0.6 -0.4518
C -0.39761 -2.13008 -3.18091 0.5 -0.1 -0.2 -0.9110
C -0.25542 -2.43151 0.04496 1.3 -0.7 1.4 -0.2582
C 2.99780 2.83783 0.12394 -0.3 0.4 -0.2 -0.8188
C 0.19784 0.59165 -1.57408 0.3 2.4 3.0 -0.6585
C -2.68475 -0.32852 -0.20382 -0.7 0.4 0.1 -0.7420
C 1.95687 -1.27217 -1.24986 0.4 -1.3 -0.2 -0.4805
C 0.39309 -0.24119 1.07370 1.9 -0.9 -0.3 -0.5425
C -2.34622 1.40953 2.26985 0.9 1.2 0.3 -0.9507
C -1.76356 0.27379 -3.66594 -0.1 0.3 -0.3 -0.9614
H 0.08799 1.54545 -2.11292 0.4 -0.2 0.1 0.2931
H 4.06670 2.64825 0.29108 -0.3 0.1 0.0 0.2179
H -2.55741 0.92240 -3.26791 0.3 -0.1 -0.1 0.2654
H -2.22917 -0.49624 -4.30154 0.2 0.3 0.3 0.2748
H -3.97723 -1.03457 2.39740 -0.1 0.0 0.3 0.2461
H 2.71288 4.01900 2.67759 1.2 1.6 1.0 0.2106
H -2.58313 -1.35388 3.47302 -0.2 0.0 -0.2 0.2633
H -3.39472 1.32251 2.59212 0.3 -0.5 -0.2 0.3013
H 2.60291 -1.83564 -1.94708 -0.2 0.3 0.3 0.2581
H -2.28046 2.27449 1.60464 0.2 -0.1 0.0 0.2770
H 0.88113 1.72072 0.21205 -0.4 -0.8 -0.1 0.2534
H 1.57500 -0.16678 -3.08400 -0.2 0.1 0.1 0.2545
H -0.81465 1.42947 0.15781 0.6 -0.3 -0.2 0.1991
H -2.90157 0.67011 -0.62161 0.1 -0.3 0.0 0.2514
H -1.25816 -2.50674 -3.74791 0.0 0.2 0.2 0.2655
H 1.78499 -2.50219 0.52744 0.0 -0.1 -0.3 0.2542
H 2.84965 3.90717 -0.12195 0.4 -0.2 -0.5 0.2093
H 1.40734 -0.61455 0.92423 -0.1 0.4 0.1 0.2677
H -1.09873 0.87081 -4.30514 -0.1 -0.1 0.2 0.2756
H -1.35568 -2.15319 -0.79931 -0.7 0.5 -0.1 0.2802
H 0.44078 -1.97449 -3.87606 -0.4 -0.2 0.2 0.2607
H -0.42770 -2.04525 2.17834 -0.2 0.5 -0.4 0.2698
H -3.66289 -0.77409 0.02608 0.1 0.3 0.0 0.2810
H -2.74774 -1.72254 -1.88020 -0.3 -0.1 0.0 0.2889
H 3.14565 3.17605 4.14785 0.2 0.0 0.4 0.2604
H 2.66471 -0.71548 -0.61067 -0.4 0.0 -0.1 0.2578
H 1.41366 -3.33616 -0.94502 -0.2 0.1 0.1 0.2499
H -0.43910 -3.47194 0.30447 -0.5 -0.1 -0.2 0.2529
H -0.10778 -2.87614 -2.42882 -0.1 0.2 -0.4 0.2481
H 2.63686 2.22165 -0.71725 0.2 0.2 0.3 0.1785
H 4.32223 3.15610 2.81196 0.2 0.1 0.0 0.2672
H -2.84099 -2.34626 2.01564 0.1 0.6 0.1 0.2534
H 0.50224 0.22583 2.05439 -0.3 0.4 0.1 0.2579
H -1.73213 1.60393 3.15831 -0.1 -0.1 -0.2 0.2933
```
Positions in Å, forces in eV/Å.

Summary:
Net charge = +2
<S²> = 6.0251
Spin multiplicity = 5
ΔE to the lowest compared entry with this formula, charge and spin = 162.0 kcal/mol
Gap between HOMO and LUMO (spin up / spin down) = 5.1 / 6.7 eV

[3]
The following is a DFT calculation (the ωB97M-V functional and the def2-TZVPD basis) of a cluster of 2 separate species, FH3OP2 in total in a non-equilibrium geometry.

Structure (XYZ):
```
7
Properties=species:S:1:pos:R:3:forces:R:3:nbo_charge:R:1
P -0.42858 0.57028 -0.58897 0.4 0.6 -0.7 0.5814
P 1.79100 0.00094 -0.33735 -0.5 -2.9 -0.6 0.6570
F 2.18223 -0.30471 -1.90587 -0.2 0.4 0.9 -0.6022
O -0.74141 0.27817 0.98329 -0.4 3.0 0.4 -0.9633
H -0.43474 1.97437 -0.27610 0.6 -0.3 -0.6 -0.0519
H -0.68675 -0.61453 1.08361 -0.1 -4.2 1.0 0.4760
H 1.40256 -1.84881 0.01411 0.3 3.3 -0.5 -0.0969
```
Positions in Å, forces in eV/Å.

Summary:
ΔE to the lowest compared entry with this formula, charge and spin = 47.5 kcal/mol
Gap between HOMO and LUMO = 8.5 eV